1.
The following is a DFT calculation (wB97M-V/def2-TZVPD) of a molecular structure, C33H57HfN4OP2S at a distorted geometry.

Structure (XYZ):
```
99
Properties=species:S:1:pos:R:3:mulliken_charge:R:1
C 2.402 -1.252 -1.504 -0.007
C 1.421 0.645 -2.499 -0.112
C 3.369 -1.300 -2.502 -0.891
C 2.279 0.544 -3.591 -0.490
C 3.284 -0.418 -3.574 -1.186
H 4.137 -2.071 -2.438 0.593
H 2.148 1.239 -4.426 0.556
H 3.988 -0.478 -4.404 0.525
N 1.507 -0.240 -1.459 1.310
P 0.568 -2.510 0.223 0.142
P 0.030 2.487 -0.790 0.006
C 2.292 -2.359 -0.464 -1.759
H 2.583 -3.333 -0.897 0.781
H 2.979 -2.165 0.378 0.703
C -1.907 -0.395 1.363 0.141
O -2.905 -0.558 1.951 -0.254
C 0.347 1.670 -2.424 -1.914
H 0.331 2.379 -3.257 1.586
C -1.588 3.501 -0.908 2.020
C 1.503 3.640 -0.674 2.478
C -0.336 -3.591 -1.066 2.203
C 0.800 -3.450 1.838 2.245
C -2.744 2.680 -0.306 -1.592
H -2.578 2.445 0.754 0.235
H -3.661 3.285 -0.381 0.613
H -2.920 1.740 -0.839 0.263
C -1.501 4.813 -0.116 -1.760
H -1.261 4.638 0.941 0.274
H -0.788 5.526 -0.548 0.258
H -2.492 5.293 -0.151 0.583
C -1.902 3.792 -2.375 -1.479
H -2.818 4.402 -2.416 0.642
H -1.111 4.362 -2.878 0.158
H -2.094 2.863 -2.925 0.119
C 1.476 4.306 0.714 -1.296
H 1.089 3.609 1.466 -0.424
H 2.501 4.577 1.008 0.682
H 0.874 5.220 0.742 0.242
C 2.794 2.806 -0.759 -1.645
H 2.811 2.020 0.008 0.095
H 2.937 2.351 -1.746 0.428
H 3.648 3.476 -0.574 0.764
C 1.471 4.670 -1.824 -1.255
H 0.991 4.308 -2.742 0.104
H 0.990 5.609 -1.525 0.368
H 2.509 4.915 -2.098 0.463
C -0.613 -3.662 2.408 -1.532
H -0.526 -4.057 3.431 0.509
H -1.189 -2.725 2.455 0.233
H -1.193 -4.388 1.822 0.320
C 1.637 -2.589 2.796 -1.536
H 2.682 -2.513 2.472 0.367
H 1.252 -1.568 2.897 -0.164
H 1.625 -3.053 3.794 0.676
C 1.554 -4.784 1.689 -1.518
H 2.435 -4.694 1.040 0.258
H 1.913 -5.082 2.686 0.526
H 0.927 -5.605 1.332 0.370
C 0.124 -3.193 -2.478 -1.721
H 1.168 -3.476 -2.678 0.287
H -0.508 -3.716 -3.215 0.668
H 0.017 -2.114 -2.654 -0.003
C -1.842 -3.307 -0.916 -1.333
H -2.122 -2.346 -1.369 0.097
H -2.401 -4.107 -1.424 0.578
H -2.170 -3.286 0.131 0.214
C -0.062 -5.091 -0.902 -1.711
H 1.011 -5.326 -0.926 0.350
H -0.521 -5.504 0.004 0.343
H -0.524 -5.612 -1.755 0.542
Hf -0.176 -0.013 0.125 0.068
N -1.460 -0.033 -1.571 -0.162
C -1.227 0.558 -2.631 -0.586
C -1.823 0.448 -4.037 2.544
C -1.280 1.477 -5.024 -1.724
C -1.430 -0.927 -4.572 -1.884
C -3.352 0.574 -3.870 -1.519
H -1.484 2.507 -4.722 0.351
H -0.203 1.350 -5.174 0.238
H -1.773 1.315 -5.992 0.543
H -1.791 -1.720 -3.903 0.372
H -1.871 -1.083 -5.566 0.546
H -0.336 -1.002 -4.664 0.305
H -3.768 1.278 -4.604 0.351
H -3.812 -0.413 -4.013 0.432
H -3.622 0.925 -2.861 0.252
C -0.526 -0.242 4.444 -0.507
N -0.039 1.127 4.313 0.044
C -0.240 2.109 5.271 -0.278
C 0.465 3.199 4.895 -0.611
N 1.099 2.862 3.710 0.186
C 0.769 1.597 3.328 -0.093
S 1.424 0.786 1.954 -0.183
H -0.942 -0.580 3.490 0.000
H 0.277 -0.919 4.770 0.338
H -1.320 -0.239 5.199 0.349
H -0.859 1.921 6.134 0.483
H 0.585 4.161 5.357 0.485
H 1.766 3.440 3.213 0.326
```

Values from the calculation:
**LUMO level (spin up / spin down)**: -10.919 / -10.918 eV
**Electronic energy**: -2713.9494 Ha
**Charge**: +3


2.
The following is a DFT calculation (wB97M-V/def2-TZVPD) of 6 unconnected molecules or ions with the total composition C33H57NO18 at a distorted geometry.

Structure (XYZ):
```
109
Properties=species:S:1:pos:R:3:mulliken_charge:R:1
H -5.246 5.403 -2.315 0.267
N -5.054 4.434 -2.587 -0.790
C -3.853 4.351 -2.946 0.533
C -3.368 2.989 -3.417 -0.710
C -2.976 5.620 -2.928 -1.307
C -1.491 5.367 -2.850 0.812
C -0.651 5.764 -3.786 0.535
C -1.080 6.483 -5.053 -1.114
C -1.581 5.368 -6.033 -0.867
C 0.849 5.536 -3.668 -0.106
O 1.604 6.215 -4.262 -0.550
C 1.292 4.416 -2.794 -0.236
C 0.480 3.984 -1.856 -0.137
O 0.896 2.925 -1.081 -0.025
C 1.071 1.718 -1.832 -0.703
C -0.264 1.226 -2.439 -0.209
C -0.890 4.684 -1.657 0.485
O -1.414 4.714 -0.600 -0.585
H -3.725 2.258 -2.681 0.226
H -3.911 2.752 -4.341 0.405
H -2.287 2.910 -3.552 -0.043
H -3.277 6.259 -3.761 0.381
H -3.250 6.167 -2.012 0.506
H -1.858 7.220 -4.838 0.453
H -0.231 6.976 -5.533 0.385
H -2.517 4.963 -5.622 0.153
H -0.862 4.542 -5.958 0.320
H -1.704 5.730 -7.055 0.382
H 2.274 3.976 -2.942 0.535
H 1.477 0.975 -1.137 0.443
H 1.825 1.816 -2.626 0.355
H -0.323 1.381 -3.521 0.270
H -1.076 1.769 -1.936 -0.480
H -0.426 0.162 -2.228 0.428
C -1.956 1.655 1.073 -0.969
C -2.998 0.840 0.337 -0.003
O -3.003 -0.529 0.764 -0.400
C -3.565 -0.774 1.949 0.732
O -4.077 0.033 2.682 -0.567
O -3.444 -2.085 2.187 -0.316
C -3.917 -2.492 3.471 -0.738
H -0.971 1.197 0.977 0.120
H -1.903 2.669 0.683 0.175
H -2.184 1.712 2.137 0.567
H -2.760 0.821 -0.727 0.070
H -3.995 1.273 0.437 0.360
H -4.946 -2.170 3.633 0.323
H -3.268 -2.097 4.252 0.312
H -3.880 -3.578 3.499 0.251
C 2.370 3.127 1.713 -1.040
C 1.638 1.991 2.399 0.546
O 2.519 0.927 2.790 -0.431
C 3.274 1.169 3.863 0.723
O 3.273 2.175 4.525 -0.556
O 4.050 0.099 4.070 -0.367
C 4.984 0.258 5.140 -0.650
H 2.944 2.751 0.864 0.277
H 1.670 3.882 1.360 0.183
H 3.083 3.601 2.388 0.440
H 0.925 1.555 1.704 -0.273
H 1.076 2.350 3.262 0.359
H 4.483 0.548 6.061 0.288
H 5.740 0.995 4.868 0.328
H 5.472 -0.701 5.295 0.250
C 6.654 -4.931 9.749 -1.104
C 6.885 -4.518 8.310 -0.200
O 6.364 -3.208 8.043 -0.336
C 7.085 -2.192 8.522 0.746
O 8.118 -2.277 9.136 -0.556
O 6.449 -1.055 8.218 -0.272
C 7.064 0.116 8.758 -0.706
H 5.596 -4.852 10.004 0.293
H 6.983 -5.958 9.910 0.360
H 7.199 -4.286 10.438 0.315
H 6.349 -5.196 7.647 0.295
H 7.940 -4.567 8.040 0.314
H 8.113 0.178 8.473 0.338
H 6.963 0.124 9.843 0.315
H 6.537 0.975 8.349 0.207
C -5.372 -3.039 -0.200 -0.753
C -6.573 -3.910 -0.505 -0.433
O -6.619 -4.260 -1.896 -0.360
C -5.741 -5.185 -2.282 0.794
O -4.939 -5.746 -1.579 -0.558
O -5.876 -5.362 -3.602 -0.337
C -4.906 -6.244 -4.164 -0.497
H -5.363 -2.163 -0.852 0.292
H -5.386 -2.709 0.836 0.128
H -4.440 -3.575 -0.373 0.362
H -7.490 -3.359 -0.300 0.337
H -6.589 -4.807 0.116 0.335
H -4.893 -7.204 -3.651 0.298
H -3.920 -5.780 -4.122 0.142
H -5.171 -6.411 -5.205 0.240
C 3.573 -3.603 -4.161 -1.073
C 2.992 -3.367 -5.540 -0.153
O 1.686 -3.945 -5.672 -0.375
C 0.698 -3.282 -5.069 0.788
O 0.804 -2.255 -4.446 -0.544
O -0.435 -3.965 -5.261 -0.333
C -1.564 -3.414 -4.583 -0.551
H 3.571 -4.668 -3.923 0.294
H 4.596 -3.228 -4.107 0.354
H 2.985 -3.101 -3.393 0.287
H 3.616 -3.859 -6.286 0.290
H 2.963 -2.306 -5.790 0.293
H -1.703 -2.364 -4.837 0.293
H -1.446 -3.532 -3.506 0.316
H -2.445 -3.966 -4.901 0.105
```

Values from the calculation:
**LUMO level**: -0.952 eV
**Electronic energy**: -2700.6963 Ha
**Charge**: 0


Which formula does entry 2 have? C33H57NO18